Computed, not measured: a molecular structure, C3H4S5 in a non-equilibrium geometry, with ωB97M-V/def2-TZVPD.

Calculated values
Orbital gap (eV): 7.95
E_HOMO (eV): -8.5264
LUMO level (eV): -0.58
Energy relative to the best compared isomer or geometry (same formula, charge and spin) (kJ/mol): 69.4
Charge: 0
Largest force on an atom (eV/A): 3.7

Atoms and positions in Å:
C1 -2.1023 -0.8528 -0.9916
C2 -1.1078 0.2852 -0.3826
C3 0.3271 -0.3052 -0.1636
S1 -3.3716 -0.5515 -1.8332
S2 -1.6329 -2.4790 -0.7900
S3 0.1134 -2.0695 0.2252
S4 -1.6913 0.7745 1.3201
S5 1.3661 -0.0725 -1.6080
H1 -1.0568 1.1331 -1.2326
H2 0.8639 0.0069 0.7403
H3 -2.8962 0.1285 1.2613
H4 0.4271 0.4112 -2.3226

Here are the Löwdin charges for atoms 1 to 4, given in e:
1 C -1.346
2 C -0.745
3 C -1.068
4 S 0.709